{"formula": "C56H46IrNO4S3", "method": "ωB97M-V with the def2-TZVPD basis set", "multiplicity": 5, "energy_ev": -103825.740, "homo_energy_ev": [-11.3, -12.4], "max_force_ev_per_a": 1.45, "orbital_gap_ha": [0.2267, 0.1372], "lumo_ev": [-5.11, -8.63], "total_charge": 2, "symbols": ["Ir", "C", "C", "C", "C", "C", "C", "C", "S", "O", "C", "C", "C", "C", "C", "C", "C", "C", "C", "C", "C", "C", "C", "C", "C", "C", "C", "C", "C", "C", "S", "O", "C", "C", "C", "C", "C", "C", "C", "H", "H", "H", "H", "H", "H", "H", "H", "H", "H", "H", "H", "H", "H", "H", "H", "H", "H", "H", "H", "H", "H", "H", "H", "H", "H", "S", "C", "C", "O", "C", "C", "C", "C", "C", "C", "N", "C", "C", "C", "C", "C", "C", "C", "O", "H", "H", "H", "H", "H", "H", "H", "H", "H", "H", "H", "H", "H", "C", "C", "C", "C", "C", "C", "C", "H", "H", "H", "H", "H", "H", "H"], "xyz": [[-1.40107, -1.70584, 0.34627], [4.62017, 3.34595, 6.13875], [3.75667, 2.73310, 5.08033], [3.27659, 1.42786, 5.19169], [2.46528, 0.88053, 4.21326], [2.14656, 1.64275, 3.09655], [2.61897, 2.94806, 2.95522], [3.40972, 3.48250, 3.95134], [1.10324, 1.01449, 1.80626], [-2.10705, 1.84859, 1.16325], [2.33997, 0.78566, 0.57081], [3.45121, -0.03374, 0.87835], [4.44111, -0.18904, -0.03826], [4.39145, 0.47835, -1.29344], [5.43185, 0.35241, -2.22959], [5.36880, 1.00382, -3.43729], [4.25749, 1.79997, -3.75996], [3.23024, 1.94635, -2.86773], [3.27418, 1.30272, -1.60667], [2.23169, 1.44647, -0.65449], [1.07399, 2.33899, -0.94397], [1.25968, 3.74918, -0.88699], [2.48615, 4.32733, -0.47257], [2.61442, 5.68473, -0.37060], [1.53427, 6.53256, -0.68218], [0.34179, 6.00449, -1.09037], [0.16834, 4.60556, -1.19403], [-1.06638, 4.04819, -1.59246], [-1.24620, 2.69780, -1.61875], [-0.17564, 1.84906, -1.29434], [-0.56736, 0.08585, -1.21914], [-1.95860, -0.02641, -1.72833], [0.60546, -0.54630, -2.41072], [1.40577, -1.60364, -2.00485], [2.37835, -2.08627, -2.86130], [2.55613, -1.52311, -4.12287], [3.61107, -2.03199, -5.05830], [1.72089, -0.47212, -4.51208], [0.74915, 0.02489, -3.66561], [4.87857, 2.62909, 6.91438], [4.10336, 4.18651, 6.60518], [5.53695, 3.74092, 5.69984], [3.54121, 0.83309, 6.05636], [2.10059, -0.13518, 4.30267], [2.35202, 3.53309, 2.08317], [3.76245, 4.50236, 3.85956], [3.49960, -0.52750, 1.83973], [5.28947, -0.82407, 0.18452], [6.29088, -0.25743, -1.97945], [6.18361, 0.91669, -4.14381], [4.21669, 2.30322, -4.71642], [2.38000, 2.56808, -3.11413], [3.32352, 3.68501, -0.23059], [3.55414, 6.11378, -0.04892], [1.65687, 7.60380, -0.59922], [-0.49176, 6.65216, -1.33030], [-1.87452, 4.71225, -1.87032], [-2.18989, 2.25653, -1.91184], [1.25541, -2.04225, -1.02541], [3.00238, -2.91306, -2.54477], [4.06429, -2.94736, -4.68281], [4.39947, -1.28706, -5.18659], [3.18721, -2.22725, -6.04367], [1.83629, -0.03573, -5.49702], [0.10335, 0.83898, -3.97399], [0.97512, -3.80741, 1.49592], [-0.01294, -2.62492, 1.34804], [-5.57113, -5.58421, 0.92011], [-5.24435, -4.36335, 1.58093], [-5.71225, -3.18626, 1.10911], [-6.32873, -2.97974, -0.11726], [-6.80837, -1.72186, -0.44952], [-6.68968, -0.66068, 0.43572], [-6.02841, -0.84304, 1.63538], [-5.51032, -2.08844, 1.96060], [-4.85300, -2.35390, 3.18300], [-4.10549, -1.60493, 3.96388], [-3.43133, -0.37725, 3.74063], [-3.12372, 0.40135, 4.88595], [-2.51924, 1.62157, 4.78491], [-2.18385, 2.14501, 3.52737], [-2.41254, 1.39726, 2.40217], [-2.96743, 0.08290, 2.46871], [-2.97526, -0.62751, 1.38757], [-6.50099, -5.51378, 0.35877], [-5.68532, -6.33356, 1.69932], [-4.75930, -5.88265, 0.25539], [-6.43527, -3.79153, -0.82385], [-7.28814, -1.57132, -1.40702], [-7.10576, 0.30678, 0.19315], [-5.93520, -0.02956, 2.34252], [-5.02350, -3.29920, 3.50951], [-4.00571, -2.00787, 4.96675], [-3.42873, 0.03108, 5.85715], [-2.32947, 2.20822, 5.67231], [-1.75561, 3.13502, 3.43465], [-2.49209, 1.20753, 0.54143], [-2.25464, -3.33323, -0.77713], [-1.40663, -3.67217, -1.90874], [-1.52744, -2.97193, -3.12541], [-0.76742, -3.32255, -4.22230], [0.12562, -4.38550, -4.14356], [0.25601, -5.09252, -2.95214], [-0.49114, -4.73877, -1.84643], [-2.40454, -4.14399, -0.06544], [-3.17729, -2.82842, -1.06414], [-2.24226, -2.16130, -3.19382], [-0.87217, -2.77352, -5.14917], [0.70482, -4.67543, -5.01053], [0.93274, -5.93571, -2.90230], [-0.38818, -5.29711, -0.92352]], "atomic_forces_ev_per_a": [[0.712, -0.830, 0.954], [-0.007, 0.033, 0.022], [-0.047, 0.029, -0.093], [0.015, 0.036, 0.022], [-0.074, -0.035, 0.034], [-0.073, -0.369, -0.076], [0.066, -0.021, -0.068], [-0.033, -0.027, 0.048], [0.459, 0.274, -0.451], [0.178, 0.138, -0.153], [-0.535, 0.014, 0.926], [0.459, 0.014, -0.001], [-0.090, -0.089, 0.351], [0.110, 0.168, -0.420], [-0.127, -0.148, 0.420], [-0.113, 0.222, -0.190], [0.109, -0.014, -0.061], [-0.010, 0.153, 0.012], [-0.101, -0.180, 0.220], [-0.145, -0.016, -0.713], [-0.514, -0.159, -0.217], [-0.150, -0.002, 0.169], [0.060, 0.115, -0.057], [0.119, -0.179, 0.027], [-0.177, 0.043, -0.082], [0.116, 0.161, 0.051], [0.108, -0.113, -0.016], [0.041, -0.010, -0.016], [-0.110, -0.069, -0.157], [0.606, -0.006, 0.446], [0.399, -0.205, -0.785], [-0.424, 0.199, -0.078], [0.016, 0.068, 0.499], [-0.131, 0.082, 0.127], [0.095, 0.028, -0.073], [-0.041, -0.050, 0.098], [-0.029, 0.005, 0.014], [-0.121, 0.031, -0.043], [-0.149, 0.032, -0.060], [0.026, 0.005, 0.003], [0.000, -0.015, 0.027], [0.030, -0.028, 0.034], [0.006, 0.010, 0.012], [-0.035, 0.022, 0.035], [0.009, 0.008, 0.038], [0.021, -0.001, 0.000], [-0.013, 0.004, -0.025], [-0.003, -0.026, -0.034], [-0.007, -0.016, -0.012], [0.010, -0.027, 0.003], [0.011, 0.005, -0.002], [0.000, 0.001, -0.004], [0.038, 0.040, -0.009], [0.007, 0.003, -0.002], [-0.018, 0.005, -0.005], [-0.005, -0.004, -0.010], [-0.033, -0.008, 0.039], [0.005, 0.022, 0.049], [0.081, -0.038, -0.005], [0.002, -0.014, -0.037], [0.017, -0.006, -0.031], [0.016, 0.004, -0.008], [0.034, -0.023, -0.010], [0.016, -0.017, -0.020], [0.032, 0.020, -0.020], [-0.076, 0.145, 0.153], [-0.611, 0.563, -0.697], [-0.022, -0.191, -0.054], [0.092, -0.049, 0.139], [0.154, 0.317, -0.017], [0.003, -0.198, -0.092], [0.008, 0.107, 0.075], [0.021, 0.031, -0.075], [0.164, -0.082, 0.236], [-0.032, 0.127, -0.561], [0.291, 0.141, 0.374], [-0.105, -0.238, -0.183], [0.183, 0.317, -0.613], [-0.148, -0.025, 0.240], [-0.062, 0.013, 0.187], [-0.056, -0.079, -0.200], [-0.219, -0.357, 0.053], [0.221, 0.020, 0.714], [-0.237, -0.482, -0.635], [-0.015, 0.035, 0.077], [0.025, 0.001, -0.021], [-0.029, 0.093, -0.052], [-0.008, 0.001, 0.056], [-0.024, -0.043, 0.006], [0.013, -0.002, -0.011], [0.059, 0.053, -0.015], [-0.127, 0.048, 0.144], [0.053, -0.113, -0.012], [0.024, 0.004, 0.016], [0.006, -0.021, 0.017], [0.031, -0.007, -0.035], [-0.056, 0.016, -0.043], [-0.308, 0.743, 0.336], [0.358, -0.107, -0.452], [-0.070, -0.063, 0.238], [0.084, -0.024, -0.080], [-0.019, -0.002, 0.068], [0.095, -0.029, -0.151], [-0.118, 0.212, 0.158], [-0.032, 0.076, 0.073], [-0.194, -0.219, -0.035], [0.025, 0.042, 0.012], [-0.042, -0.015, -0.012], [0.006, 0.005, -0.004], [0.009, 0.005, 0.038], [-0.032, -0.017, 0.002]]}

=====

{"formula": "C9H36N4O9", "method": "ωB97M-V with the def2-TZVPD basis set", "multiplicity": 1, "energy_ev": -34300.001, "smiles": "NC(N)=O.NC(N)=O.CO.CO.CO.CO.CO.CO.CO", "homo_energy_ev": -9.1, "relative_energy_kcal_mol": 91.2, "max_force_ev_per_a": 7.23, "orbital_gap_ha": 0.3454, "lumo_ev": 0.30, "symbols": ["N", "C", "N", "O", "H", "H", "H", "H", "N", "C", "N", "O", "H", "H", "H", "H", "C", "O", "H", "H", "H", "H", "C", "O", "H", "H", "H", "H", "C", "O", "H", "H", "H", "H", "C", "O", "H", "H", "H", "H", "C", "O", "H", "H", "H", "H", "C", "O", "H", "H", "H", "H", "C", "O", "H", "H", "H", "H"], "xyz": [[2.66614, 0.84247, 2.74347], [2.37214, -0.41053, 2.49447], [2.95714, -1.24553, 3.31947], [1.76314, -0.82853, 1.30847], [1.86114, 1.48547, 2.52247], [3.23514, 1.09547, 3.56447], [2.93914, -2.26253, 3.09847], [3.51114, -1.01853, 4.18147], [-1.83386, 2.51747, -0.63053], [-0.74686, 3.16047, -0.24953], [-1.03586, 4.43747, 0.02647], [0.51314, 2.58547, -0.09353], [-1.60886, 1.56647, -0.85453], [-2.73486, 2.88547, -0.86353], [-0.27186, 5.09947, 0.30047], [-2.00286, 4.69347, 0.13247], [-1.34486, 0.44147, 1.85947], [-1.91386, 1.71947, 2.08247], [-0.50886, 0.63947, 1.17247], [-2.03486, -0.23853, 1.45647], [-1.06986, -0.04153, 2.81847], [-1.95286, 2.16047, 1.20647], [2.32314, 2.31047, -2.92853], [3.29014, 2.79347, -3.75253], [1.31714, 2.82847, -3.01953], [2.78114, 2.38047, -1.95053], [2.11314, 1.29747, -3.26153], [4.07614, 2.28547, -3.71653], [4.13014, -0.56953, -2.22153], [2.99014, -0.61453, -1.38153], [5.05714, -0.32653, -1.71053], [3.98814, 0.00347, -3.12953], [4.16914, -1.59653, -2.46153], [3.10714, 0.05447, -0.76753], [-0.14586, 0.10147, -1.63353], [-1.43186, -0.03653, -1.03853], [0.68214, 0.16947, -0.88353], [-0.13286, 1.06647, -2.18853], [0.17714, -0.68853, -2.24953], [-1.72186, -0.94853, -1.22853], [-4.52786, -0.00853, 0.71147], [-5.07486, 0.85147, 1.73447], [-4.12886, -0.93953, 1.15847], [-3.64686, 0.47447, 0.32647], [-5.25086, -0.27353, -0.13553], [-4.65786, 0.73747, 2.55947], [-2.80986, -3.68753, 0.60947], [-2.34286, -2.61153, -0.03253], [-3.93386, -3.66553, 0.79047], [-2.42386, -3.81753, 1.62747], [-2.51686, -4.56053, 0.03847], [-1.36386, -2.80253, -0.18453], [0.44514, -3.49753, -0.48053], [0.24214, -2.82453, 0.75547], [-0.16786, -4.36753, -0.60453], [1.50614, -3.91753, -0.39653], [0.33014, -2.85453, -1.35753], [0.79514, -2.02953, 0.80747]], "atomic_forces_ev_per_a": [[-1.743, 3.965, 0.203], [-1.610, -2.790, -6.226], [1.267, -3.897, 1.904], [2.772, 2.517, 6.079], [1.549, -0.551, -0.011], [-0.789, -0.327, -0.725], [-0.115, 1.428, 0.113], [-1.175, 0.079, -1.559], [0.381, -1.793, -0.551], [5.850, -0.869, 1.023], [2.170, 2.162, 0.754], [-6.497, 3.064, -0.854], [-1.007, -0.771, -0.203], [0.073, 0.383, -0.053], [-1.383, -1.182, -0.304], [0.237, 0.300, 0.035], [1.259, 0.824, 0.586], [-0.631, 0.634, 0.251], [0.099, -0.981, 0.476], [-0.866, -0.881, -0.978], [0.359, 0.708, -0.296], [-0.174, -0.672, 1.057], [-1.470, -0.870, 0.621], [0.370, 2.720, -2.668], [1.581, 0.003, 0.200], [-1.088, -0.402, 0.917], [-0.281, -0.555, 0.692], [0.881, -0.799, 0.223], [-0.533, -0.807, 0.354], [0.038, -0.951, -1.551], [0.050, 0.356, 0.138], [-0.026, 0.386, -0.147], [0.805, -1.156, -1.038], [-0.316, 1.994, 2.204], [1.399, 1.966, 0.980], [0.283, -1.750, -0.924], [-1.017, 0.098, -0.241], [0.125, -0.771, 0.148], [-0.240, -1.145, -1.111], [-0.341, 0.667, 0.546], [-0.074, -0.546, 0.559], [-1.602, -0.088, -2.405], [-0.514, 0.186, -0.292], [0.232, 0.246, -0.666], [0.700, 0.676, 1.508], [1.111, -0.417, 1.163], [-2.041, -2.321, 1.830], [2.146, 2.248, -1.822], [1.204, 0.117, -0.782], [0.376, 0.134, 0.052], [-0.467, -0.830, 0.069], [-1.916, 0.946, 0.862], [3.157, -0.156, 0.854], [-1.276, -1.041, -0.599], [-0.782, -0.384, 0.309], [-1.149, 0.526, -0.904], [0.217, 0.042, -0.006], [0.430, 0.328, 0.208]]}

=====

{"formula": "CH2N2S4", "method": "ωB97M-V with the def2-TZVPD basis set", "multiplicity": 1, "energy_ev": -47387.280, "homo_energy_ev": [-8.4, -8.0], "relative_energy_kcal_mol": 39.2, "max_force_ev_per_a": 1.87, "orbital_gap_ha": [0.2360, 0.1988], "lumo_ev": [-1.96, -2.56], "symbols": ["C", "N", "N", "S", "S", "S", "S", "H", "H"], "xyz": [[1.98559, -0.48079, 0.00762], [0.61102, -0.34705, 0.30399], [-1.59133, 0.94408, 0.10208], [2.88544, -1.87964, 0.10649], [2.59663, 0.99538, -0.53669], [-0.06930, 1.15228, 0.34736], [-2.67507, -0.01163, -0.71365], [0.05760, -1.13339, 0.69912], [-3.80056, 0.76076, -0.31632]], "atomic_forces_ev_per_a": [[-0.096, -0.444, -0.288], [0.127, -1.823, 0.396], [0.769, 0.833, -0.141], [-0.992, 0.668, 0.216], [-0.512, 0.631, -0.008], [-0.754, -0.494, -0.092], [-0.595, 0.840, 0.874], [0.734, 0.663, -0.327], [1.319, -0.874, -0.631]]}

=====

{"formula": "C15H13N3O7P2S3V", "method": "ωB97M-V with the def2-TZVPD basis set", "multiplicity": 2, "energy_ev": -111348.315, "homo_energy_ev": [-8.6, -8.7], "relative_energy_kcal_mol": 0.0, "max_force_ev_per_a": 0.08, "orbital_gap_ha": [0.2463, 0.2735], "lumo_ev": [-1.90, -1.22], "symbols": ["V", "S", "C", "C", "C", "C", "C", "N", "H", "H", "H", "H", "S", "C", "C", "C", "C", "N", "C", "C", "C", "S", "C", "N", "H", "H", "C", "C", "O", "P", "O", "O", "O", "P", "O", "O", "O", "H", "H", "H", "H", "H", "H", "H"], "xyz": [[0.08588, -0.19772, 0.06679], [0.02735, -0.54099, 2.37378], [-1.51789, -1.23175, 1.95593], [-2.53139, -1.70938, 2.77737], [-3.66672, -2.20852, 2.16664], [-3.78134, -2.21766, 0.77748], [-2.73993, -1.71523, 0.02974], [-1.64288, -1.24717, 0.62464], [-2.42144, -1.68412, 3.85146], [-4.47576, -2.59311, 2.77422], [-4.66533, -2.60039, 0.28986], [-2.75284, -1.67473, -1.05177], [2.39012, 0.00686, -0.09176], [3.04196, -1.41534, -0.84640], [4.40752, -1.55903, -1.07477], [4.89770, -2.72252, -1.64405], [6.30823, -2.85658, -1.87456], [7.43656, -2.96312, -2.06096], [4.01307, -3.76184, -1.98606], [2.65504, -3.61563, -1.76077], [2.16204, -2.43929, -1.19986], [0.46139, -2.20847, -0.94765], [4.50464, -4.97848, -2.56899], [4.89372, -5.95741, -3.02659], [5.09242, -0.76741, -0.80274], [1.97846, -4.41631, -2.02663], [-1.01888, 3.84167, -2.72476], [-1.19794, 3.20556, -1.35439], [-1.90107, 4.10476, -0.48553], [0.40316, 2.93933, -0.52265], [1.54358, 2.75365, -1.58320], [0.70590, 4.32058, 0.15814], [0.36332, 1.79322, 0.45320], [-2.10843, 1.59464, -1.35479], [-2.80494, 1.46448, -2.78538], [-1.03606, 0.50155, -1.37276], [-3.07200, 1.66307, -0.23434], [-0.43926, 4.76204, -2.64297], [-1.99870, 4.08200, -3.13334], [-0.50762, 3.16292, -3.40551], [-2.54895, 3.55781, 0.00052], [2.03382, 1.91471, -1.44984], [-0.13128, 4.76562, 0.38286], [-3.73445, 1.72066, -2.75211]], "atomic_forces_ev_per_a": [[-0.015, 0.013, -0.050], [0.041, -0.026, 0.017], [0.015, -0.019, 0.024], [-0.042, -0.017, -0.027], [0.019, 0.008, 0.027], [-0.003, -0.001, -0.024], [-0.003, 0.008, 0.014], [0.008, 0.010, 0.052], [0.008, 0.002, 0.001], [0.000, 0.000, 0.000], [0.002, 0.001, -0.002], [-0.010, -0.006, 0.000], [-0.027, 0.031, 0.040], [-0.031, -0.049, -0.012], [0.045, -0.021, -0.011], [-0.022, 0.048, 0.018], [0.006, -0.062, -0.026], [0.006, 0.036, 0.015], [-0.053, 0.020, -0.002], [0.036, -0.035, -0.016], [0.022, 0.059, 0.017], [-0.040, -0.010, -0.007], [0.056, -0.010, 0.023], [-0.031, -0.004, -0.018], [-0.005, 0.003, 0.002], [-0.003, 0.002, 0.001], [0.006, 0.001, 0.025], [-0.001, 0.006, -0.005], [-0.002, -0.005, 0.005], [0.052, -0.005, -0.059], [-0.010, 0.027, -0.003], [0.020, 0.000, 0.019], [-0.048, 0.000, 0.009], [-0.004, -0.034, 0.013], [0.013, -0.005, -0.028], [0.049, 0.037, -0.039], [-0.035, 0.019, -0.008], [0.001, -0.001, -0.008], [-0.001, -0.006, -0.007], [0.001, 0.003, -0.004], [-0.001, -0.001, -0.002], [-0.002, -0.008, 0.012], [-0.011, -0.008, -0.001], [-0.010, -0.003, 0.027]]}